Record 1
Below is C3H2FHgO2 as an isolated structure at a distorted geometry, with properties calculated with wB97M-V/def2-TZVPD.

Its HOMO-LUMO gap (alpha / beta) is 6.95 / 5.05 eV. The calculation puts the total energy at -519.03402 hartree. Its spin multiplicity is 2. The value obtained for the HOMO energy (alpha / beta) is -7.89 / -7.64 eV. Its expectation value of S² is 0.760. The net charge is 0.

Geometry as XYZ:
```
9
Properties=species:S:1:pos:R:3:lowdin_charge:R:1
C -0.45 -1.28 0.07 -0.018
O 0.94 -0.82 -0.06 -0.428
C 0.24 0.74 -0.36 -0.385
O 0.92 1.68 -0.67 0.078
H -1.86 0.29 -0.68 0.158
C -1.03 0.07 -0.01 -0.021
H -0.71 -1.87 -0.83 0.122
Hg 2.47 0.18 1.24 0.621
F -0.52 1.01 1.30 -0.127
```


Record 2
Below is C3H2FInO2 as an isolated structure at a distorted geometry, with properties calculated with wB97M-V/def2-TZVPD.

Its HOMO-LUMO gap (alpha / beta) is 6.63 / 7.60 eV. The calculation puts the total energy at -554.25664 hartree. Its spin multiplicity is 2. The value obtained for the HOMO energy (alpha / beta) is -26.20 / -27.16 eV. Its expectation value of S² is 0.752. The net charge is +3.

Geometry as XYZ:
```
9
Properties=species:S:1:pos:R:3:lowdin_charge:R:1
C 0.01 -1.39 0.36 0.099
H -0.55 -1.22 -1.07 0.351
O 0.95 -0.58 0.77 -0.182
H -0.26 -2.17 1.08 0.259
In 2.46 0.22 -0.07 1.696
F -2.30 -0.60 0.30 0.277
C -1.06 -0.43 -0.10 -0.118
C -0.38 0.87 0.04 0.310
O 0.45 1.46 -0.57 0.309
```


Record 3
Below is C3H2FKO2 as an isolated structure at a distorted geometry, with properties calculated with wB97M-V/def2-TZVPD.

Its HOMO-LUMO gap is 5.48 eV. The calculation puts the total energy at -965.68416 hartree. The value obtained for the HOMO energy is -6.78 eV. The net charge is 0.

Geometry as XYZ:
```
9
Properties=species:S:1:pos:R:3:lowdin_charge:R:1
C -0.55 0.67 -0.73 -0.194
O 0.41 -1.34 0.61 -0.124
H -2.47 -0.23 -0.31 0.105
F -1.65 0.66 1.35 -0.011
C -1.56 0.24 0.06 -0.133
C 1.28 -0.53 0.27 -0.389
H -0.65 0.56 -1.81 0.103
O 0.73 0.69 -0.24 -0.185
K 4.45 -0.71 0.80 0.829
```


Record 4
Below is C3H2FNaO2 as an isolated structure at a distorted geometry, with properties calculated with wB97M-V/def2-TZVPD.

Its HOMO-LUMO gap is 10.62 eV. The calculation puts the total energy at -527.46586 hartree. The value obtained for the HOMO energy is -20.47 eV. The net charge is +2.

Geometry as XYZ:
```
9
Properties=species:S:1:pos:R:3:lowdin_charge:R:1
C 0.91 0.08 -0.35 -0.428
C -0.49 0.57 -0.55 0.170
O -1.99 0.65 1.43 0.389
O 1.30 -1.03 -0.54 0.189
H -2.67 -0.04 1.63 0.249
Na 3.47 -2.58 -0.57 0.927
H -0.92 0.79 -1.54 0.202
C -1.29 0.52 0.46 0.072
F 1.70 1.04 0.04 0.230
```